[1]
Density functional theory data (ωB97M-V with the def2-TZVPD basis set) for a 11-piece molecular cluster, C26H78N4O11 overall at a distorted geometry.

The HOMO-LUMO gap comes out at 9.60 eV. The calculation puts the total energy at -56707.292 eV.

Positions of all 119 atoms, in Å:
C  3.356  -1.176  -2.543
C  2.758  -1.037  -3.925
O  3.727  -0.933  -4.970
H  4.290  -1.734  -2.463
H  2.669  -1.537  -1.780
H  3.594  -0.162  -2.198
H  2.106  -0.166  -4.007
H  2.105  -1.890  -4.164
H  4.365  -1.642  -4.846
C  4.524  2.877  4.150
C  3.210  2.471  3.511
O  3.449  1.770  2.291
H  5.159  2.039  4.442
H  4.395  3.491  5.048
H  5.110  3.523  3.490
H  2.594  3.351  3.340
H  2.670  1.814  4.203
H  4.043  1.042  2.502
C  1.762  -4.761  3.195
C  2.267  -3.349  3.030
O  3.176  -2.990  4.070
H  1.096  -4.998  2.359
H  1.250  -4.963  4.134
H  2.584  -5.478  3.097
H  1.448  -2.627  3.048
H  2.734  -3.187  2.052
H  3.842  -3.681  4.129
C  0.553  -5.323  -0.969
C  1.350  -4.059  -0.707
O  2.749  -4.343  -0.637
H  -0.516  -5.100  -0.921
H  0.755  -6.120  -0.255
H  0.788  -5.668  -1.978
H  1.082  -3.610  0.251
H  1.130  -3.314  -1.476
H  3.131  -4.226  -1.511
C  -1.168  -4.632  -4.424
C  -2.639  -4.758  -4.731
O  -3.202  -3.444  -4.705
H  -1.052  -4.194  -3.430
H  -0.675  -3.967  -5.134
H  -0.653  -5.593  -4.443
H  -3.121  -5.413  -4.000
H  -2.789  -5.181  -5.730
H  -4.156  -3.528  -4.627
O  -1.750  2.649  0.633
H  -0.813  2.435  0.501
H  -1.924  2.444  1.567
O  -0.330  -1.831  -5.857
H  -1.263  -1.847  -6.098
H  -0.082  -0.903  -5.898
C  0.641  -0.435  1.067
C  1.205  0.433  -0.043
C  0.304  0.365  -1.262
O  0.189  -0.958  -1.734
C  -0.800  -1.087  -2.731
N  1.202  1.848  0.398
H  -0.436  -0.280  1.163
H  1.105  -0.215  2.030
H  0.829  -1.474  0.788
H  2.246  0.182  -0.273
H  0.643  1.057  -2.051
H  -0.674  0.753  -0.940
H  -0.570  -0.486  -3.618
H  -1.768  -0.757  -2.336
H  -0.838  -2.122  -3.058
H  1.916  1.929  1.122
H  1.496  2.422  -0.395
C  4.918  2.451  -3.535
C  3.460  2.703  -3.189
C  3.278  3.728  -2.091
O  1.928  3.795  -1.697
C  1.609  4.993  -1.022
N  2.777  3.152  -4.419
H  4.902  1.620  -4.244
H  5.558  2.189  -2.691
H  5.358  3.304  -4.050
H  2.956  1.784  -2.858
H  3.674  4.697  -2.419
H  3.910  3.394  -1.254
H  1.858  5.872  -1.623
H  2.151  5.075  -0.073
H  0.541  4.978  -0.818
H  2.644  2.363  -5.041
H  1.853  3.488  -4.163
C  -5.555  3.536  1.924
C  -5.974  2.210  1.278
C  -4.767  1.502  0.717
O  -5.177  0.340  0.010
C  -4.082  -0.292  -0.582
N  -6.568  1.345  2.330
H  -6.423  4.201  1.890
H  -4.852  4.082  1.290
H  -5.163  3.355  2.918
H  -6.691  2.409  0.474
H  -4.122  1.210  1.558
H  -4.160  2.145  0.074
H  -3.221  -0.336  0.102
H  -3.680  0.201  -1.481
H  -4.319  -1.313  -0.884
H  -6.902  0.512  1.853
H  -7.385  1.852  2.661
C  -3.191  -0.534  3.643
C  -2.722  0.340  4.785
C  -2.702  1.829  4.413
O  -1.802  2.199  3.390
C  -0.455  2.113  3.784
N  -3.610  0.128  5.935
H  -2.501  -0.452  2.803
H  -4.202  -0.243  3.335
H  -3.300  -1.581  3.930
H  -1.715  0.029  5.081
H  -2.580  2.439  5.317
H  -3.709  2.042  4.037
H  -0.238  2.627  4.728
H  0.164  2.604  3.029
H  -0.092  1.081  3.830
H  -4.557  0.307  5.598
H  -3.494  0.813  6.677


[2]
Density functional theory data (ωB97M-V with the def2-TZVPD basis set) for a 2-piece molecular cluster, C10H11FO overall at a distorted geometry.

The HOMO-LUMO gap (alpha / beta) comes out at 9.19 / 6.19 eV. The calculation puts the total energy at -15307.416 eV.

Positions of all 23 atoms, in Å:
C  -2.624  -0.996  0.819
C  -2.175  -0.623  -0.450
C  -1.819  -0.543  1.912
C  -1.023  0.081  -0.665
C  -0.812  0.360  1.690
C  -0.277  0.635  0.411
C  1.917  -2.153  -0.666
C  2.163  -1.322  0.317
C  1.583  1.849  -1.118
C  0.930  1.435  0.163
O  1.600  1.952  1.292
F  2.449  -1.559  1.631
H  -3.541  -1.546  0.852
H  -2.664  -0.680  -1.386
H  -1.967  -0.574  2.986
H  -0.710  0.322  -1.615
H  -0.395  0.870  2.488
H  1.588  -3.131  -0.528
H  1.890  -1.797  -1.649
H  0.819  2.325  -1.660
H  1.812  0.997  -1.575
H  2.391  2.344  -0.781
H  0.946  2.063  1.996


[3]
Density functional theory data (ωB97M-V with the def2-TZVPD basis set) for C11H20ClNO7P2Re as an isolated structure at a distorted geometry.

The HOMO-LUMO gap (alpha / beta) comes out at 6.89 / 6.99 eV. Its multiplicity is 2. The calculation puts the total energy at -60770.712 eV. The total charge is +2.

Positions of all 43 atoms, in Å:
Re  -0.310  -0.169  0.008
C  1.819  -3.415  -0.855
C  1.305  -2.313  -1.746
O  1.501  -2.540  -3.115
P  -0.515  -2.106  -1.712
O  -1.090  -3.137  -2.714
O  -0.730  -0.622  -2.299
O  -1.224  -2.061  -0.392
P  2.260  -0.679  -1.473
O  1.805  0.136  -2.780
O  3.679  -0.962  -1.362
O  1.625  0.151  -0.301
H  1.413  -4.379  -1.177
H  1.539  -3.248  0.185
H  2.910  -3.450  -0.911
H  2.339  -2.994  -3.291
H  -1.929  -3.576  -2.549
H  -0.308  -0.370  -3.136
H  2.556  0.446  -3.292
Cl  -2.346  -0.693  5.253
C  -0.968  -0.471  4.280
C  0.301  -0.313  4.850
C  1.379  -0.114  4.005
C  1.185  -0.068  2.635
N  -0.033  -0.218  2.084
C  -1.086  -0.422  2.890
H  0.429  -0.333  5.923
H  2.375  0.016  4.400
H  2.009  0.119  1.956
H  -2.060  -0.529  2.428
C  -1.349  4.186  -0.267
C  -1.098  2.750  -0.739
C  -2.180  2.335  -1.731
C  -1.020  1.847  0.485
H  -1.334  4.851  -1.129
H  -0.604  4.530  0.444
H  -2.331  4.256  0.194
H  -0.116  2.738  -1.227
H  -3.165  2.598  -1.350
H  -2.162  1.265  -1.928
H  -2.051  2.864  -2.674
H  -2.028  1.737  0.911
H  -0.393  2.357  1.223


[4]
Density functional theory data (ωB97M-V with the def2-TZVPD basis set) for a 10-piece molecular cluster, C35H45Cl10N5 overall at a distorted geometry.

The HOMO-LUMO gap comes out at 8.72 eV. The calculation puts the total energy at -169699.094 eV.

Positions of all 95 atoms, in Å:
Cl  -3.597  -2.160  1.758
C  -3.945  -3.597  0.754
C  -5.081  -3.360  -0.218
Cl  -4.775  -1.961  -1.274
H  -4.194  -4.418  1.429
H  -2.998  -3.907  0.314
H  -6.005  -3.196  0.326
H  -5.150  -4.240  -0.856
Cl  2.022  3.378  0.634
C  3.225  4.134  -0.399
C  2.613  4.577  -1.716
Cl  2.089  3.185  -2.688
H  4.046  3.434  -0.564
H  3.706  4.979  0.096
H  3.325  5.197  -2.255
H  1.729  5.164  -1.470
Cl  0.158  -4.339  1.119
C  1.131  -5.708  1.716
C  1.733  -6.519  0.576
Cl  0.460  -7.266  -0.397
H  0.441  -6.377  2.226
H  1.905  -5.397  2.410
H  2.327  -7.345  0.963
H  2.350  -5.921  -0.090
Cl  4.519  0.436  0.107
C  4.915  -1.131  0.849
C  3.691  -2.024  0.872
Cl  4.032  -3.473  1.818
H  5.340  -0.992  1.839
H  5.679  -1.508  0.173
H  3.395  -2.282  -0.140
H  2.849  -1.530  1.355
Cl  -0.826  -6.298  -3.874
C  -0.676  -5.003  -2.683
C  -1.135  -3.670  -3.199
Cl  -2.875  -3.611  -3.579
H  0.405  -5.011  -2.533
H  -1.117  -5.375  -1.763
H  -0.608  -3.381  -4.106
H  -0.859  -2.904  -2.471
N  -1.363  1.031  -0.593
C  -0.086  1.329  -0.838
C  0.945  0.409  -0.783
C  0.661  -0.878  -0.343
C  -0.670  -1.204  -0.075
C  -1.628  -0.228  -0.252
H  0.125  2.361  -1.077
H  1.954  0.709  -1.033
H  1.411  -1.644  -0.218
H  -0.915  -2.220  0.201
H  -2.629  -0.456  0.087
N  -3.025  4.870  -1.043
C  -2.669  3.958  -0.120
C  -2.707  4.244  1.232
C  -3.180  5.462  1.689
C  -3.515  6.417  0.748
C  -3.293  6.095  -0.594
H  -2.233  3.049  -0.522
H  -2.370  3.466  1.906
H  -3.313  5.665  2.744
H  -3.792  7.437  0.972
H  -3.468  6.807  -1.394
N  -1.707  1.467  3.437
C  -0.930  1.302  2.382
C  0.356  0.757  2.463
C  0.853  0.433  3.707
C  0.003  0.542  4.809
C  -1.253  1.109  4.634
H  -1.269  1.578  1.390
H  0.976  0.672  1.580
H  1.827  0.000  3.891
H  0.312  0.223  5.795
H  -1.900  1.184  5.500
N  -6.823  2.312  2.029
C  -5.954  2.149  3.037
C  -4.609  1.852  2.849
C  -4.123  1.733  1.555
C  -5.037  1.832  0.513
C  -6.351  2.143  0.794
H  -6.391  2.276  4.018
H  -3.924  1.754  3.682
H  -3.138  1.345  1.335
H  -4.613  1.697  -0.476
H  -7.056  2.344  -0.006
N  5.964  1.598  -3.557
C  7.182  1.498  -4.072
C  7.784  0.330  -4.522
C  7.037  -0.828  -4.396
C  5.772  -0.778  -3.800
C  5.296  0.451  -3.392
H  7.691  2.428  -4.315
H  8.682  0.320  -5.122
H  7.340  -1.794  -4.784
H  5.200  -1.695  -3.791
H  4.320  0.509  -2.921


[5]
Density functional theory data (ωB97M-V with the def2-TZVPD basis set) for one molecule with the formula C4H4OS2 at a distorted geometry.

The HOMO-LUMO gap (alpha / beta) comes out at 7.92 / 6.76 eV. The calculation puts the total energy at -27925.233 eV.

Positions of all 11 atoms, in Å:
C  0.809  -0.255  0.236
C  1.760  -1.210  0.109
C  0.131  -1.147  -0.844
C  0.586  0.954  0.973
O  1.248  -2.050  -0.802
S  3.127  -0.199  2.249
S  2.266  1.449  1.596
H  -0.608  -1.735  -0.494
H  -0.050  -0.637  -1.705
H  0.167  1.704  0.258
H  -0.205  0.862  1.825